i:
{
  "formula": "C6H10O",
  "method": "ωB97M-V/def2-TZVPD",
  "species": ["C", "C", "C", "C", "C", "O", "C", "H", "H", "H", "H", "H", "H", "H", "H", "H", "H"],
  "positions_angstrom": [[0.775, 0.197, -2.328], [0.245, 0.088, -1.251], [-0.231, 0.250, 0.141], [0.316, 1.624, 0.560], [-1.750, 0.204, 0.290], [0.345, -0.683, 1.039], [0.900, -1.872, 0.544], [1.241, 0.325, -3.281], [0.280, 1.769, 1.646], [-0.270, 2.412, 0.082], [1.352, 1.682, 0.227], [-2.236, 1.009, -0.271], [-1.994, 0.334, 1.350], [-2.138, -0.757, -0.053], [1.743, -1.686, -0.135], [1.255, -2.405, 1.427], [0.166, -2.493, 0.011]],
  "nbo_charge": [-0.2178, -0.0479, 0.1752, -0.5920, -0.6107, -0.5359, -0.2462, 0.2386, 0.2199, 0.2079, 0.2196, 0.2138, 0.2215, 0.2154, 0.1766, 0.1955, 0.1664],
  "smiles": "C#CC(C)(C)OC",
  "homo_energy_ev": -9.6,
  "orbital_gap_ev": 10.606
}

=====

ii:
{
  "formula": "C6H10O",
  "method": "ωB97M-V/def2-TZVPD",
  "species": ["C", "C", "C", "C", "O", "C", "C", "H", "H", "H", "H", "H", "H", "H", "H", "H", "H"],
  "positions_angstrom": [[-0.376, 1.045, 1.363], [-0.819, -0.076, 0.424], [-1.158, 0.294, -0.970], [0.295, -0.323, -1.450], [1.529, 0.331, -1.160], [1.771, -0.498, -0.005], [0.327, -1.042, -0.056], [-0.258, 0.628, 2.371], [-1.161, 1.808, 1.405], [0.559, 1.540, 1.082], [-1.904, -0.207, 0.707], [-1.862, -0.347, -1.495], [-2.120, 1.016, -0.516], [0.368, -0.883, -2.404], [2.102, 0.084, 0.863], [2.539, -1.256, -0.229], [0.168, -2.114, 0.071]],
  "nbo_charge": [-0.6116, -0.2511, -0.4400, 0.1446, -0.5370, -0.0656, -0.2698, 0.2102, 0.2114, 0.2094, 0.2183, 0.2047, 0.2025, 0.1906, 0.1831, 0.1778, 0.2224],
  "smiles": "C[C@H]1C[C@H]2OC[C@@H]12",
  "homo_energy_ev": -9.2,
  "orbital_gap_ev": 10.198
}

=====

Quick one: most stable of them? i

=====

i:
{
  "formula": "C6H10O",
  "method": "ωB97M-V/def2-TZVPD",
  "species": ["C", "C", "C", "C", "C", "H", "H", "H", "H", "H", "H", "H", "H", "C", "O", "H", "H"],
  "positions_angstrom": [[1.566, -0.990, -0.873], [0.344, -0.824, -0.369], [-0.648, 0.165, -0.845], [-2.108, -0.214, -0.828], [-1.600, 0.805, 0.142], [1.926, -0.389, -1.706], [2.247, -1.735, -0.472], [0.027, -1.443, 0.472], [-0.313, 0.794, -1.668], [-2.731, 0.113, -1.655], [-2.352, -1.202, -0.446], [-1.867, 1.845, -0.026], [-1.512, 0.527, 1.190], [1.758, 0.641, 1.768], [1.330, 0.033, 2.717], [2.807, 0.546, 1.426], [1.127, 1.328, 1.173]],
  "nbo_charge": [-0.4254, -0.1608, -0.2817, -0.4051, -0.4169, 0.1925, 0.2056, 0.2064, 0.2184, 0.2195, 0.2160, 0.2192, 0.2238, 0.2854, -0.5221, 0.1103, 0.1148],
  "smiles": "C=CC1CC1.C=O",
  "homo_energy_ev": -9.3,
  "orbital_gap_ev": 10.316
}

=====

ii:
{
  "formula": "C6H10O",
  "method": "ωB97M-V/def2-TZVPD",
  "species": ["O", "C", "C", "C", "C", "C", "C", "H", "H", "H", "H", "H", "H", "H", "H", "H", "H"],
  "positions_angstrom": [[2.332, -0.693, -0.077], [1.166, -0.197, 0.328], [0.019, -1.177, 0.371], [-1.337, -0.558, 0.034], [-1.172, 0.271, -1.242], [-0.014, 1.879, 0.791], [1.163, 1.120, 0.788], [2.239, -1.622, -0.337], [-0.127, 0.576, -1.315], [0.046, -1.579, 1.394], [0.216, -2.022, -0.307], [-1.646, 0.076, 0.866], [-2.082, -1.351, -0.099], [-1.387, -0.296, -2.149], [-1.772, 1.182, -1.203], [0.197, 2.910, 1.111], [2.159, 1.481, 1.045]],
  "nbo_charge": [-0.6248, 0.5821, -0.4968, -0.4044, -0.6089, -0.2611, -0.5217, 0.4903, 0.2014, 0.2498, 0.2000, 0.2504, 0.2032, 0.1916, 0.2386, 0.1181, 0.1924],
  "homo_energy_ev": -7.4,
  "orbital_gap_ev": 7.260
}

=====

iii:
{
  "formula": "C6H10O",
  "method": "ωB97M-V/def2-TZVPD",
  "species": ["C", "C", "C", "C", "C", "C", "O", "H", "H", "H", "H", "H", "H", "H", "H", "H", "H"],
  "positions_angstrom": [[2.115, 0.607, 0.045], [0.709, 0.173, -0.270], [-0.331, -1.533, 0.618], [-1.044, -1.066, -0.519], [-1.664, 0.289, -0.279], [-0.436, 1.040, 0.265], [0.500, -0.380, -1.409], [2.239, 1.631, -0.335], [2.830, -0.040, -0.466], [2.317, 0.619, 1.120], [-0.776, -1.298, 1.584], [0.159, -2.502, 0.559], [-1.348, -1.670, -1.373], [-2.474, 0.219, 0.455], [-2.052, 0.735, -1.196], [-0.325, 2.051, -0.154], [-0.420, 1.126, 1.355]],
  "nbo_charge": [-0.7011, 0.6276, -0.6918, 0.1368, -0.4658, -0.4876, -0.6443, 0.2357, 0.2358, 0.2310, 0.2104, 0.2127, 0.2069, 0.2303, 0.2230, 0.2167, 0.2237],
  "homo_energy_ev": -7.6,
  "orbital_gap_ev": 8.156
}

=====

Quick one: most stable of them? i

=====

i:
{
  "formula": "C11H15N",
  "method": "ωB97M-V/def2-TZVPD",
  "species": ["C", "C", "C", "N", "C", "C", "C", "C", "C", "C", "H", "H", "H", "H", "H", "H", "H", "H", "H", "C", "C", "H", "H", "H", "H", "H", "H"],
  "positions_angstrom": [[-2.162, -1.395, -2.871], [-1.137, -0.522, -2.319], [-0.767, 0.690, -2.795], [0.327, 1.221, -1.974], [0.784, 0.214, -1.146], [1.985, 0.190, -0.462], [2.052, -0.896, 0.332], [1.084, -1.845, 0.547], [0.037, -1.833, -0.301], [-0.192, -0.868, -1.264], [-2.666, -2.128, -2.334], [-1.807, -1.906, -3.781], [-2.884, -0.476, -3.151], [-1.374, 1.322, -3.443], [0.342, 2.184, -1.812], [2.615, 1.062, -0.377], [2.779, -1.014, 1.132], [1.288, -2.603, 1.328], [-0.764, -2.700, -0.288], [0.158, 1.679, 3.816], [-0.121, 1.298, 2.370], [-0.330, 2.481, 4.211], [0.029, 0.850, 4.606], [1.328, 1.725, 3.977], [0.158, 0.197, 2.329], [0.378, 1.789, 1.613], [-1.140, 1.284, 2.057]],
  "nbo_charge": [-0.6261, -0.0716, -0.0433, -0.5600, 0.1883, -0.2789, -0.1852, -0.2777, -0.1517, -0.1149, 0.2257, 0.2235, 0.2126, 0.2097, 0.4020, 0.2255, 0.2037, 0.2228, 0.1974, -0.6022, -0.6187, 0.1984, 0.2032, 0.1980, 0.2129, 0.2024, 0.2043],
  "smiles": "Cc1c[nH]c2ccccc12.CC",
  "homo_energy_ev": -8.0,
  "orbital_gap_ev": 8.958
}

=====

ii:
{
  "formula": "C11H15N",
  "method": "ωB97M-V/def2-TZVPD",
  "species": ["C", "C", "C", "N", "C", "C", "C", "C", "C", "C", "H", "H", "H", "H", "H", "H", "H", "H", "H", "C", "C", "H", "H", "H", "H", "H", "H"],
  "positions_angstrom": [[-3.159, -1.109, 0.543], [-1.686, -1.222, 0.843], [-1.151, -2.488, 0.773], [0.291, -2.368, 1.122], [0.599, -0.993, 1.366], [1.741, -0.383, 1.863], [1.734, 1.063, 1.927], [0.586, 1.839, 1.441], [-0.544, 1.175, 1.027], [-0.588, -0.236, 1.053], [-3.532, -1.764, -0.163], [-3.323, -0.216, -0.017], [-3.846, -1.214, 1.427], [-1.592, -3.396, 0.523], [1.133, -3.031, 1.236], [2.653, -0.944, 2.203], [2.668, 1.388, 2.138], [0.544, 2.989, 1.449], [-1.473, 1.688, 0.777], [1.313, 1.015, -3.445], [0.861, 1.236, -1.963], [2.446, 1.218, -3.448], [1.272, 0.001, -3.767], [0.611, 1.657, -4.101], [1.604, 1.664, -1.350], [0.233, 2.112, -1.851], [0.606, 0.321, -1.606]],
  "nbo_charge": [-0.6325, -0.0757, -0.0157, -0.5853, 0.1482, -0.2545, -0.1997, -0.2499, -0.1916, -0.0861, 0.2181, 0.2164, 0.2175, 0.2119, 0.4201, 0.2177, 0.2037, 0.2228, 0.2151, -0.6199, -0.6246, 0.2054, 0.2014, 0.2080, 0.2086, 0.2084, 0.2121],
  "smiles": "Cc1c[nH]c2ccccc12.CC",
  "homo_energy_ev": -7.9,
  "orbital_gap_ev": 8.865
}

=====

Quick one: most stable of them? ii

=====

i:
{
  "formula": "C11H15N",
  "method": "ωB97M-V/def2-TZVPD",
  "species": ["C", "C", "C", "N", "C", "C", "C", "C", "C", "C", "H", "H", "H", "H", "H", "H", "H", "H", "H", "C", "C", "H", "H", "H", "H", "H", "H"],
  "positions_angstrom": [[-0.092, -2.956, 2.541], [0.625, -2.089, 1.596], [1.966, -1.765, 1.621], [2.384, -1.121, 0.488], [1.238, -0.836, -0.275], [1.094, -0.038, -1.410], [-0.195, -0.081, -1.919], [-1.296, -0.708, -1.325], [-1.163, -1.324, -0.081], [0.153, -1.417, 0.412], [-0.976, -3.567, 2.215], [-0.320, -2.428, 3.468], [0.296, -3.924, 2.910], [2.712, -1.961, 2.363], [3.255, -0.628, 0.416], [1.914, 0.609, -1.731], [-0.468, 0.592, -2.703], [-2.319, -0.614, -1.649], [-1.999, -1.893, 0.306], [-2.321, 5.430, -1.174], [-1.364, 4.395, -0.578], [-1.736, 6.326, -1.395], [-2.733, 5.147, -2.136], [-3.157, 5.708, -0.539], [-0.330, 4.702, -0.487], [-1.492, 3.362, -0.940], [-1.571, 4.264, 0.505]],
  "nbo_charge": [-0.6603, -0.1170, -0.0047, -0.5301, 0.1343, -0.2384, -0.2219, -0.2386, -0.1803, -0.0863, 0.2305, 0.2208, 0.2310, 0.2012, 0.4071, 0.2209, 0.2066, 0.2114, 0.2138, -0.6177, -0.6271, 0.2046, 0.2054, 0.2073, 0.2092, 0.2140, 0.2044],
  "smiles": "Cc1c[nH]c2ccccc12.CC",
  "homo_energy_ev": -7.7,
  "orbital_gap_ev": 8.647
}

=====

ii:
{
  "formula": "C11H15N",
  "method": "ωB97M-V/def2-TZVPD",
  "species": ["C", "C", "C", "N", "C", "C", "C", "C", "C", "C", "H", "H", "H", "H", "H", "H", "H", "H", "H", "C", "C", "H", "H", "H", "H", "H", "H"],
  "positions_angstrom": [[-2.331, 0.510, 2.122], [-0.918, 0.615, 1.635], [0.212, 0.125, 2.411], [1.366, 0.393, 1.712], [1.015, 0.777, 0.453], [1.878, 1.131, -0.603], [1.344, 1.359, -1.832], [-0.104, 1.203, -1.924], [-1.002, 1.149, -0.998], [-0.435, 0.905, 0.323], [-3.005, -0.131, 1.552], [-2.811, 1.488, 1.985], [-2.407, 0.361, 3.210], [0.361, -0.341, 3.384], [2.345, 0.463, 2.118], [2.965, 1.059, -0.276], [1.843, 1.839, -2.685], [-0.353, 1.042, -3.066], [-2.149, 1.372, -1.018], [-0.521, -2.476, -1.584], [0.054, -3.781, -1.386], [-0.671, -2.068, -0.509], [0.105, -1.722, -2.158], [-1.555, -2.464, -2.127], [1.195, -3.861, -1.602], [-0.190, -4.290, -0.524], [-0.387, -4.603, -1.955]],
  "nbo_charge": [-0.6369, -0.0836, -0.0478, -0.5211, 0.1139, -0.2146, -0.2426, -0.2204, -0.2167, -0.0855, 0.2166, 0.2135, 0.2218, 0.2124, 0.4229, 0.2058, 0.2266, 0.2042, 0.2320, -0.6281, -0.6319, 0.2132, 0.2215, 0.2065, 0.2038, 0.2094, 0.2050],
  "smiles": "Cc1c[nH]c2ccccc12.CC",
  "homo_energy_ev": -7.6,
  "orbital_gap_ev": 8.484
}

=====

Quick one: most stable of them? i

=====

i:
{
  "formula": "C11H15N",
  "method": "ωB97M-V/def2-TZVPD",
  "species": ["C", "C", "C", "N", "C", "C", "C", "C", "C", "C", "H", "H", "H", "H", "H", "H", "H", "H", "H", "C", "C", "H", "H", "H", "H", "H", "H"],
  "positions_angstrom": [[-2.248, -2.630, 0.939], [-1.918, -1.187, 0.651], [-2.735, -0.236, 0.160], [-2.060, 0.974, 0.020], [-0.746, 0.803, 0.465], [0.310, 1.704, 0.535], [1.536, 1.246, 1.041], [1.668, -0.079, 1.455], [0.590, -0.978, 1.374], [-0.645, -0.555, 0.869], [-3.335, -2.737, 0.841], [-1.954, -2.861, 2.000], [-1.773, -3.369, 0.256], [-3.763, -0.568, -0.051], [-2.405, 1.895, -0.348], [0.135, 2.788, 0.187], [2.382, 1.942, 1.087], [2.569, -0.456, 1.902], [0.768, -1.992, 1.725], [2.736, 0.773, -2.190], [2.483, 0.327, -3.638], [2.101, 0.227, -1.589], [3.801, 0.593, -1.958], [2.456, 1.869, -2.075], [2.764, -0.615, -3.758], [3.061, 0.889, -4.307], [1.423, 0.431, -4.010]],
  "nbo_charge": [-0.6242, -0.1125, -0.0326, -0.5444, 0.1188, -0.2431, -0.2206, -0.2350, -0.2160, -0.0332, 0.2132, 0.2174, 0.2191, 0.2209, 0.4191, 0.2144, 0.2181, 0.2111, 0.2102, -0.5955, -0.5882, 0.2082, 0.2012, 0.1958, 0.1921, 0.1932, 0.1925],
  "smiles": "Cc1c[nH]c2ccccc12.CC",
  "homo_energy_ev": -7.9,
  "orbital_gap_ev": 8.759
}

=====

ii:
{
  "formula": "C11H15N",
  "method": "ωB97M-V/def2-TZVPD",
  "species": ["C", "C", "C", "N", "C", "C", "C", "C", "C", "C", "H", "H", "H", "H", "H", "H", "H", "H", "H", "C", "C", "H", "H", "H", "H", "H", "H"],
  "positions_angstrom": [[2.956, 2.183, -0.236], [2.229, 0.800, -0.265], [1.712, 0.155, -1.304], [0.817, -0.942, -0.857], [0.993, -1.072, 0.498], [0.549, -2.124, 1.425], [0.696, -1.873, 2.798], [1.596, -0.851, 3.222], [2.032, 0.145, 2.336], [1.871, -0.014, 0.938], [2.127, 2.895, -0.448], [3.760, 2.307, -0.994], [3.533, 2.486, 0.763], [1.582, 0.369, -2.340], [1.053, -1.914, -1.289], [0.001, -2.880, 0.853], [0.203, -2.538, 3.399], [1.699, -0.607, 4.282], [2.551, 0.904, 2.877], [-4.617, 0.887, -2.071], [-3.447, -0.122, -1.837], [-5.121, 0.627, -1.146], [-4.269, 1.822, -2.281], [-5.303, 0.728, -2.975], [-2.870, -0.573, -2.865], [-2.643, 0.224, -1.310], [-3.693, -1.022, -1.172]],
  "nbo_charge": [-0.6436, -0.0390, -0.0616, -0.5664, 0.1659, -0.2453, -0.2007, -0.2394, -0.1902, -0.1094, 0.2282, 0.2265, 0.2260, 0.2113, 0.3923, 0.2134, 0.2092, 0.2096, 0.2135, -0.6241, -0.5953, 0.2192, 0.2069, 0.2047, 0.1816, 0.2059, 0.2005],
  "smiles": "Cc1c[nH]c2ccccc12.CC",
  "homo_energy_ev": -8.3,
  "orbital_gap_ev": 9.199
}

=====

iii:
{
  "formula": "C11H15N",
  "method": "ωB97M-V/def2-TZVPD",
  "species": ["C", "C", "C", "N", "C", "C", "C", "C", "C", "C", "H", "H", "H", "H", "H", "H", "H", "H", "H", "C", "C", "H", "H", "H", "H", "H", "H"],
  "positions_angstrom": [[-1.234, 2.409, -0.476], [-0.182, 1.367, -0.283], [0.926, 1.153, -1.016], [1.882, 0.455, -0.309], [1.307, 0.094, 0.901], [1.862, -0.626, 1.945], [1.110, -0.703, 3.111], [-0.167, -0.170, 3.222], [-0.715, 0.471, 2.122], [0.028, 0.649, 0.958], [-1.185, 2.926, -1.441], [-1.148, 3.179, 0.288], [-2.222, 1.955, -0.580], [1.223, 1.741, -1.874], [2.522, -0.148, -0.801], [2.860, -1.022, 1.917], [1.518, -1.207, 3.981], [-0.780, -0.370, 4.082], [-1.720, 0.891, 2.120], [-0.980, -1.339, -2.891], [-0.395, -1.938, -1.622], [-2.040, -1.559, -2.930], [-0.842, -0.255, -2.922], [-0.592, -1.764, -3.821], [-0.823, -2.927, -1.411], [-0.880, -1.400, -0.804], [0.667, -1.864, -1.465]],
  "nbo_charge": [-0.6370, -0.0742, -0.0330, -0.5628, 0.2161, -0.2671, -0.2038, -0.2464, -0.1750, -0.1295, 0.2179, 0.2227, 0.2184, 0.2079, 0.4015, 0.2147, 0.2089, 0.2149, 0.2086, -0.6069, -0.6154, 0.2026, 0.2043, 0.1965, 0.2059, 0.2122, 0.1980],
  "smiles": "Cc1c[nH]c2ccccc12.CC",
  "homo_energy_ev": -8.0,
  "orbital_gap_ev": 8.934
}

=====

Quick one: most stable of them? iii